Record 1
Entry from the OMol25 dataset: 5 unconnected molecules or ions with the total composition C15H39O14P3 at a distorted geometry (ωB97M-V/def2-TZVPD).

The structure (SMILES) is COP(=O)(OC)OC.COP(=O)(OC)OC.COP(=O)(OC)OC.CC(C)=O.CC(C)=O. The HOMO energy comes out at -9.10 eV. As for the relative energy (zero: lowest compared OMol25 entry of this formula, charge and spin): 81.7 kcal/mol. For the calculated total energy, the calculation gives -2672.183429 hartree.

Positions of all 71 atoms, in Å:
O 0.65414 -1.41041 -0.98908
H -2.12686 -3.58641 -2.89408
O -2.06786 -2.39541 -1.22208
O 1.65114 0.40759 -2.56508
O -1.26886 3.60059 -0.01308
C 2.32314 -0.80541 1.24492
C 3.11214 -2.96241 -1.61908
O 0.66814 2.22459 -0.56408
C -1.58586 3.27759 1.36692
O 0.60814 4.30259 -1.74608
C 1.05914 -0.09641 -3.82508
C -3.72886 0.88459 -2.62908
H -2.61386 3.40859 1.58892
O 2.89214 -1.56441 -2.05208
H 3.09314 4.03459 1.97492
H 1.87014 -0.57741 -4.32408
H -1.56286 -0.38241 2.03192
H -1.25886 4.06459 1.79592
H -4.69586 0.05259 -1.18608
O 0.46714 0.28659 3.68492
P 1.84714 -0.64241 -1.33508
H 0.31414 2.88359 -3.55508
H 2.41214 2.64259 1.21692
H -1.99386 -1.89741 -3.19108
C -2.18686 0.93559 -2.34408
H -0.48086 -6.23341 0.21892
C 2.07814 0.17859 5.41792
H -0.78386 -2.71741 -2.73408
O 2.70914 -0.29441 0.05592
H -1.76986 0.04459 -1.85808
C 0.39914 -5.32041 0.14492
H -1.02086 -0.40341 5.93192
C -1.75286 -2.59641 -2.61508
O 1.26214 4.28459 0.83392
C -0.43786 0.52459 5.74292
H 2.45714 -2.03141 1.39692
H 1.23814 -0.52041 1.33392
H -2.55086 -1.04041 0.78492
H 1.88814 -0.72341 6.33192
C -4.68186 1.05359 -1.48108
H -1.29686 0.96259 5.18692
H -0.98686 -0.42541 0.65592
H 2.36114 1.07059 6.06592
H 2.71314 -0.29341 4.69392
P 0.33814 3.55259 -0.33708
H 1.33214 -5.58741 -0.29408
O -2.51986 -4.27241 0.39692
H 1.81014 3.09859 -2.88808
H 0.56814 -4.99141 1.30692
H -1.45086 1.18759 -3.21908
O -1.15686 -2.34841 1.23092
H 2.84214 -0.36941 1.92192
O -0.05586 -4.12141 -0.52508
H -2.01586 1.88059 -1.91408
H 2.22714 -3.18141 -1.09908
C -1.69286 -1.06741 1.23792
H 0.26614 -0.50841 -3.39408
P -1.45886 -3.34841 -0.04508
H 3.13414 3.82659 0.31892
H -4.09386 1.85459 -1.12908
H -0.11986 1.21359 6.72392
H 3.99914 -2.76641 -1.18608
C 0.65914 0.33859 4.89992
H -5.58886 1.35759 -1.91808
C 2.58014 3.77559 1.11792
H 0.82314 0.66359 -4.51008
H 1.20714 4.37059 -3.90808
H 3.34114 -3.51941 -2.51808
O -4.07386 0.69059 -3.84308
C 0.88814 3.65959 -2.97808
H -1.01386 2.40659 1.59192

Atomic partial charges in e from the Mulliken method, atoms 1 to 2: atom 1 (O): 0.831, atom 2 (H): 0.361



Record 2
Entry from the OMol25 dataset: a molecular structure, C15H40FFeO5 at a distorted geometry (ωB97M-V/def2-TZVPD).

The HOMO energy (alpha / beta) comes out at -15.08 / -15.08 eV. As for the multiplicity: 6. As for the net charge: +2. As for the relative energy (zero: lowest compared OMol25 entry of this formula, charge and spin): 30.2 kcal/mol. For the calculated total energy, the calculation gives -2334.574793 hartree.

Positions of all 62 atoms, in Å:
H 2.62897 -1.65149 -3.71667
C -3.67317 0.26666 0.80829
C 3.78662 0.18218 3.39560
H -5.51038 -0.22699 0.07253
H -0.51336 -2.08704 1.75412
H -0.18684 2.20611 -4.05707
C -0.61509 2.91630 -3.34973
H 1.50332 -1.68783 3.80009
H 3.94049 -1.28974 -2.79547
H 4.23939 1.01405 2.85607
H -2.80430 -0.94423 2.22773
H -1.89684 -2.28432 -0.41293
H 1.23989 -0.40615 4.90962
C -0.20096 -3.61158 0.27015
H 4.25189 -0.64736 2.86317
H -4.32054 -0.65630 2.79187
H 1.31655 0.07871 -2.45539
H -1.01660 4.66947 -1.17688
H -4.21430 -1.74620 1.39266
H -5.63616 1.11998 1.27431
H 0.24504 -0.48162 3.50286
H 2.45110 -0.83306 1.70202
O -2.96039 -0.15002 -0.24692
C 3.01236 1.13263 -3.20827
C -1.51453 -3.30188 -0.49362
H -3.16863 1.13954 1.22256
H -5.00459 1.49406 -0.32933
H -1.33722 -3.63398 -1.51654
H -1.05036 -3.60298 2.34504
H 0.01279 -4.67894 0.21380
H -1.56755 3.08071 -3.85361
O 2.20060 0.08855 1.79943
H -1.27254 1.60918 -1.75223
H 4.10707 0.24964 4.43524
H -2.03400 -0.15744 0.00480
O 2.70158 0.43093 -0.97483
H 2.68917 1.00437 -4.24132
C -1.64559 3.79951 -1.36571
H 4.10031 1.17924 -3.25620
H -2.02162 3.53913 -0.37632
O 0.49522 2.61473 -1.22434
H 2.86653 2.15006 -2.84539
O 0.69277 -2.82999 -0.38716
C -0.83285 2.59769 -1.88499
C -3.81776 -0.83548 1.84150
H -0.02755 3.83048 -3.43439
H 0.39747 -1.92287 -0.27979
F 0.14381 -0.04372 -0.10117
H 0.84967 3.49900 -1.34282
C -5.08587 0.71259 0.42619
Fe 1.34138 1.50233 0.39673
C 2.85510 -1.32494 -2.70162
H -2.29814 -3.93283 -0.07416
C 2.24333 0.34029 3.21913
H 0.63236 -3.33065 2.38940
C 1.27115 -0.62367 3.84201
H 2.58158 -2.09471 -1.98001
H 2.05982 1.34536 3.59894
H -2.39862 4.16275 -2.06507
H 3.61662 0.14858 -0.90723
C -0.24561 -3.14351 1.77114
C 2.39786 0.05640 -2.31986

Atomic partial charges in e from the Mulliken method, atoms 1 to 2: atom 1 (H): 0.412, atom 2 (C): 0.857